Record 1
A structure of composition C3H6O2. Source: the Open Molecules 2025 dataset; level of theory: the ωB97M-V functional and the def2-TZVPD basis.

Structure (XYZ):
```
11
Properties=species:S:1:pos:R:3:forces:R:3:mulliken_charge:R:1
C 1.39457 0.75658 0.02121 -0.7879 -0.9505 -0.8098 -0.378
C 0.44619 -0.29229 -0.37902 1.1190 -0.0379 -5.2010 0.316
C -0.79943 -0.66804 0.26211 -1.7169 0.7476 4.5842 -0.445
O 1.76676 -0.66271 -0.11076 -0.1046 0.8712 1.5553 -0.418
O -1.75724 0.22313 -0.20335 -1.8224 1.8414 -1.0619 -0.534
H 1.73895 1.39518 -0.75521 0.5593 0.2321 -0.6479 0.228
H 1.34301 1.27944 0.96834 0.0835 -0.7369 0.4543 0.236
H 0.26081 -0.49734 -1.69709 0.2896 1.1285 3.9187 0.157
H -0.95894 -0.65150 1.42527 1.5195 -0.0487 -1.6746 0.305
H -1.15159 -1.61077 0.01776 -0.1389 -2.1943 -0.7863 0.210
H -2.28311 0.72831 0.45075 0.9998 -0.8525 -0.3311 0.323
```
Forces are in eV/Å.

Calculated values
* ΔE to the lowest compared entry with this formula, charge and spin: 351.32 kJ/mol
* total charge: 0
* frontier orbital gap: 10.96 eV
* E_HOMO: -10.174 eV
* strongest force on any atom: 5.3 eV/Å
* E_LUMO: 0.79 eV


Record 2
The molecule C3H6O2. Source: the Open Molecules 2025 dataset; level of theory: the ωB97M-V functional and the def2-TZVPD basis.

Structure (XYZ):
```
11
Properties=species:S:1:pos:R:3:forces:R:3:mulliken_charge:R:1
C 1.54671 0.20414 -0.73466 0.3791 -0.0476 -0.0135 -0.660
O 0.15556 0.40318 -0.66188 -0.0189 -0.0615 -0.0249 -0.296
C -0.40408 -0.10587 0.51702 -0.1363 -0.0683 0.2400 -0.257
C -1.90385 -0.12912 0.36704 -0.2563 -0.1326 0.3354 -0.033
O -2.62107 -0.75903 1.10514 0.2346 0.3042 -0.4255 -0.472
H 2.08376 0.78753 0.02803 -0.1125 -0.0559 -0.0791 0.281
H 1.80701 -0.85834 -0.59974 -0.0825 0.1899 -0.0467 0.299
H 1.87976 0.52639 -1.72458 -0.1005 -0.0340 0.1707 0.243
H -0.20077 0.53230 1.39582 0.1695 -0.0564 -0.1433 0.273
H -0.05010 -1.12099 0.75470 -0.0353 0.1412 -0.0933 0.283
H -2.29295 0.51981 -0.44692 -0.0410 -0.1791 0.0803 0.339
```
Forces are in eV/Å.

Calculated values
* ΔE to the lowest compared entry with this formula, charge and spin: 155.51 kJ/mol
* total charge: 0
* frontier orbital gap: 10.92 eV
* E_HOMO: -9.982 eV
* strongest force on any atom: 0.6 eV/Å
* E_LUMO: 0.93 eV


Record 3
The molecule C3H6O2. Source: the Open Molecules 2025 dataset; level of theory: the ωB97M-V functional and the def2-TZVPD basis.

Structure (XYZ):
```
11
Properties=species:S:1:pos:R:3:forces:R:3:mulliken_charge:R:1
C 1.29250 -0.98062 0.08494 -1.1694 1.0731 0.2747 -1.035
C 0.84886 0.37867 -0.26299 -4.7061 0.7146 1.5939 0.675
O 1.44874 1.37218 -0.44257 0.8303 0.5142 -0.5761 -0.470
C -0.93493 0.54314 0.22098 0.0496 1.3041 -0.3222 -0.625
O -2.24516 0.27291 -0.36591 1.5519 -0.2492 -1.0311 -0.497
H 1.76168 -1.26498 -0.78924 2.1929 -1.2302 -1.2554 0.350
H 0.40196 -1.54835 0.12137 -0.7395 -0.9156 0.4171 0.345
H 1.76690 -0.92622 1.05089 0.7685 -0.4000 -0.0413 0.294
H -1.04069 -0.14558 1.01714 0.7516 -0.4789 1.3095 0.320
H -1.03869 1.58849 0.58327 0.7443 -0.4864 -0.0905 0.347
H -2.26117 0.71035 -1.21787 -0.2742 0.1543 -0.2785 0.297
```
Forces are in eV/Å.

Calculated values
* ΔE to the lowest compared entry with this formula, charge and spin: 276.72 kJ/mol
* total charge: 0
* frontier orbital gap: 9.67 eV
* E_HOMO: -9.041 eV
* strongest force on any atom: 5.0 eV/Å
* E_LUMO: 0.63 eV


Record 4
A cluster of 2 separate species, C3H6O2 in total. Source: the Open Molecules 2025 dataset; level of theory: the ωB97M-V functional and the def2-TZVPD basis.

Structure (XYZ):
```
11
Properties=species:S:1:pos:R:3:forces:R:3:mulliken_charge:R:1
C -0.37056 1.19330 0.68450 0.1111 0.0049 -0.1182 -0.649
C 0.52556 0.71187 -0.17557 -0.1644 0.1366 0.1569 -0.167
C 0.10172 0.01987 -1.42081 -0.3068 -0.1487 -0.0469 0.145
O -0.76878 -0.82270 -1.47685 0.3184 0.4094 0.0266 -0.506
H -0.07478 1.74977 1.56907 0.0096 -0.0874 -0.1255 0.297
H -1.43691 1.06085 0.51749 0.1504 -0.0170 -0.0335 0.255
H 1.59595 0.85565 -0.03764 -0.1704 0.0741 -0.0409 0.270
H 0.61668 0.34866 -2.34319 0.0354 -0.1067 0.0419 0.340
O 0.21685 -2.02909 0.98085 -0.1552 0.0001 0.0694 -0.654
H -0.00553 -1.23304 1.47645 0.1229 -0.1637 0.0439 0.327
H -0.33357 -1.93438 0.19019 0.0492 -0.1017 0.0261 0.342
```
Forces are in eV/Å.

Calculated values
* ΔE to the lowest compared entry with this formula, charge and spin: 160.71 kJ/mol
* total charge: 0
* frontier orbital gap: 10.57 eV
* E_HOMO: -10.555 eV
* strongest force on any atom: 0.5 eV/Å
* E_LUMO: 0.02 eV


Record 5
A cluster of 2 separate species, C3H6O2PS in total. Source: the Open Molecules 2025 dataset; level of theory: the ωB97M-V functional and the def2-TZVPD basis.

Structure (XYZ):
```
13
Properties=species:S:1:pos:R:3:forces:R:3:mulliken_charge:R:1
C 0.89288 0.71737 0.09763 1.8269 -1.4128 1.0286 -0.017
C -0.35285 0.77511 -0.32246 -0.4410 -2.3322 0.0528 -0.648
C 1.97899 1.81532 0.23468 -0.0190 -0.5065 -0.7378 -0.877
O -1.13072 -2.68619 -1.42074 -0.3705 0.5582 0.7557 -0.575
O -1.75533 -2.24242 1.04314 -1.0640 0.9921 -0.0719 -0.423
P -1.94096 -1.83356 -0.50491 0.2927 1.1823 -0.6061 0.639
S -3.81269 -1.29629 -0.76375 0.7456 -0.0929 -0.0197 -0.481
H 1.35665 -0.25460 0.41655 -0.7648 0.4306 -0.3109 0.145
H -0.78715 1.67408 -0.69144 -0.4792 0.8866 -0.1994 0.219
H 1.40098 2.65410 0.60695 0.5211 0.7662 -0.2349 0.268
H 2.37426 1.94571 -0.82435 -0.1514 0.4145 1.4323 0.194
H 2.84771 1.60111 0.95843 -1.4011 0.0428 -1.0928 0.247
H -1.07176 -2.86972 1.17025 1.3046 -0.9287 0.0042 0.309
```
Forces are in eV/Å.

Calculated values
* ΔE to the lowest compared entry with this formula, charge and spin: 274.33 kJ/mol
* total charge: -1
* frontier orbital gap (alpha / beta): 6.71 / 6.72 eV
* E_HOMO (alpha / beta): -3.315 / -3.327 eV
* strongest force on any atom: 2.5 eV/Å
* E_LUMO (alpha / beta): 3.39 / 3.39 eV


Record 6
The molecule C3H6O2S. Source: the Open Molecules 2025 dataset; level of theory: the ωB97M-V functional and the def2-TZVPD basis.

Structure (XYZ):
```
12
Properties=species:S:1:pos:R:3:forces:R:3:mulliken_charge:R:1
C 1.30565 0.65235 -0.46602 0.7355 1.3207 0.1826 -0.608
O 1.26855 -0.77113 -0.17899 0.5364 1.5157 -0.0180 -0.314
C 0.23134 -1.25052 0.58418 -0.4372 -1.2108 2.3962 -0.302
S -1.40251 -1.31604 -0.34261 0.1802 1.9989 0.7806 -0.063
C -1.89065 0.46803 -0.17736 0.6016 1.6314 0.1328 0.033
O -1.28097 1.35923 0.41198 -1.3820 -2.3851 -0.7976 -0.424
H 2.39840 1.08814 -0.49213 -1.8538 -1.5757 -0.4929 0.243
H 0.89857 1.21436 0.40662 -0.0867 -0.5226 -0.8806 0.305
H 0.72158 0.89936 -1.43644 1.0647 -0.4239 1.6573 0.231
H 0.53650 -2.35941 0.68738 -0.9390 1.6387 0.1873 0.290
H 0.01919 -0.78945 1.78098 0.7975 -0.9224 -3.7235 0.284
H -2.80564 0.80509 -0.77759 0.7829 -1.0649 0.5756 0.325
```
Forces are in eV/Å.

Calculated values
* ΔE to the lowest compared entry with this formula, charge and spin: 256.91 kJ/mol
* total charge: 0
* frontier orbital gap: 10.67 eV
* E_HOMO: -9.892 eV
* strongest force on any atom: 3.9 eV/Å
* E_LUMO: 0.78 eV


Record 7
The molecule C3H6O2S. Source: the Open Molecules 2025 dataset; level of theory: the ωB97M-V functional and the def2-TZVPD basis.

Structure (XYZ):
```
12
Properties=species:S:1:pos:R:3:forces:R:3:mulliken_charge:R:1
C -0.44270 -0.14172 -0.22111 1.5292 -0.7527 0.9291 -0.869
C -0.30874 -0.79246 1.17013 2.2154 -0.7074 -1.4298 -0.532
C 0.86986 0.59390 -0.26886 -0.1150 2.9290 1.0074 0.262
O 2.44900 -1.11124 1.11727 1.1723 -1.1411 -0.3973 -0.582
O 0.48879 2.27314 -0.19871 0.9388 -3.7270 -0.1369 -0.571
S 1.45510 -0.08353 1.36450 -1.9141 1.1231 0.1838 0.378
H -0.64647 -0.81547 -1.02522 0.1461 -0.5545 -0.4159 0.323
H -1.09433 0.61681 -0.28684 -3.0862 2.4925 -0.0555 0.315
H -0.82032 -0.54051 2.05383 -1.2638 0.5905 0.5897 0.392
H -0.25537 -1.87664 1.04262 0.2174 0.1207 0.4256 0.280
H 1.58304 0.33687 -1.03262 0.2673 0.5398 -0.4312 0.320
H 1.20093 2.81239 0.20193 -0.1072 -0.9128 -0.2691 0.283
```
Forces are in eV/Å.

Calculated values
* ΔE to the lowest compared entry with this formula, charge and spin: 346.80 kJ/mol
* total charge: 0
* frontier orbital gap: 9.81 eV
* E_HOMO: -9.179 eV
* strongest force on any atom: 4.0 eV/Å
* E_LUMO: 0.63 eV


Record 8
A structure of composition C3H6O2S. Source: the Open Molecules 2025 dataset; level of theory: the ωB97M-V functional and the def2-TZVPD basis.

Structure (XYZ):
```
12
Properties=species:S:1:pos:R:3:forces:R:3:mulliken_charge:R:1
C -1.14293 -0.01536 0.90293 -2.2886 1.0409 -6.6180 -0.399
C -0.34755 -0.86968 -0.27606 -0.4872 -0.8421 3.7448 0.367
C 1.06387 -0.44523 -0.48104 1.4171 -2.4266 1.3964 -0.390
H -0.45716 1.79108 0.79008 0.7127 2.7471 -3.2569 0.343
H -2.19183 0.17896 0.38741 1.6604 -0.7710 1.1194 0.249
H -1.22279 -0.68561 1.64500 -0.4448 -2.3835 2.7539 0.374
H 1.80742 -1.27532 -0.81495 -1.6514 1.5226 -0.2476 0.349
H 1.49473 -0.02772 0.43544 -0.2975 -0.2407 0.1040 0.274
H 1.98622 1.17415 -1.78835 -3.0259 0.0924 0.3367 0.169
O -0.65499 1.14349 1.37515 0.5549 -1.6562 4.4157 -0.482
O -0.86757 -1.84650 -0.73047 -0.2337 0.1179 -0.4407 -0.531
S 0.53258 0.87773 -1.44515 4.0839 2.7993 -3.3075 -0.323
```
Forces are in eV/Å.

Calculated values
* ΔE to the lowest compared entry with this formula, charge and spin: 288.53 kJ/mol
* total charge: 0
* frontier orbital gap: 9.31 eV
* E_HOMO: -9.407 eV
* strongest force on any atom: 7.1 eV/Å
* E_LUMO: -0.10 eV


Record 9
A cluster of 2 separate species, C3H6O2S in total. Source: the Open Molecules 2025 dataset; level of theory: the ωB97M-V functional and the def2-TZVPD basis.

Structure (XYZ):
```
12
Properties=species:S:1:pos:R:3:forces:R:3:mulliken_charge:R:1
C 0.99649 1.57300 -1.09380 0.7288 0.1281 -0.1629 -0.376
C -0.27075 1.47534 -0.84463 -0.0232 -0.8234 0.3644 -0.372
C -0.32921 -1.12384 0.63031 -0.5380 1.4069 -0.4585 0.421
O 0.99478 -1.15379 0.90799 0.0842 -0.4715 0.0459 -0.507
O -0.77789 -2.13425 -0.13347 0.2330 -0.2670 0.1304 -0.437
S -1.42344 -0.57709 1.91576 0.1085 -0.2388 0.3557 -0.232
H 1.46815 2.40723 -1.62146 -0.2318 0.0497 0.0432 0.247
H 1.69939 0.80372 -0.79095 0.0276 -0.1723 0.0388 0.184
H -1.13733 2.06608 -1.03742 -0.4132 0.2616 -0.0744 0.296
H 1.24346 -0.36529 1.40542 -0.1112 0.0562 -0.0875 0.346
H -0.03556 -2.67798 -0.42313 0.1566 -0.0204 -0.0975 0.297
H -2.42809 -0.29313 1.08539 -0.0215 0.0911 -0.0975 0.132
```
Forces are in eV/Å.

Calculated values
* ΔE to the lowest compared entry with this formula, charge and spin: 520.56 kJ/mol
* total charge: 0
* frontier orbital gap (alpha / beta): 8.96 / 6.97 eV
* E_HOMO (alpha / beta): -8.431 / -6.725 eV
* strongest force on any atom: 1.6 eV/Å
* E_LUMO (alpha / beta): 0.53 / 0.25 eV


Record 10
The molecule C3H6O2S. Source: the Open Molecules 2025 dataset; level of theory: the ωB97M-V functional and the def2-TZVPD basis.

Structure (XYZ):
```
12
Properties=species:S:1:pos:R:3:forces:R:3:mulliken_charge:R:1
C 1.88115 -0.51397 -0.27105 1.7956 -2.5009 3.9096 -0.762
O 0.48142 -0.68824 -0.31826 -0.4252 2.6944 -0.3160 -0.231
C -0.07599 0.61881 -0.09145 -0.8667 2.4167 1.3392 -0.325
O -1.46318 0.68939 -0.46928 0.8891 -0.0582 -0.8635 -0.309
C -2.34320 0.00553 0.23820 0.7240 -2.3781 1.3795 0.080
S -3.78658 -0.44132 -0.30629 -0.3049 0.4422 0.0519 -0.267
H 2.37620 0.14127 -0.96296 -0.2955 0.5776 -0.2839 0.325
H 2.18951 -0.39010 0.85024 -0.5405 1.2900 -1.6656 0.275
H 2.42767 -1.48773 -0.24082 -0.9860 0.1461 -1.3074 0.293
H -0.15202 1.02651 1.00607 0.9748 -1.5694 -1.3129 0.384
H 0.40267 1.54926 -0.63411 -0.5320 -2.4012 0.4250 0.281
H -1.93766 -0.50940 1.19969 -0.4327 1.3408 -1.3560 0.256
```
Forces are in eV/Å.

Calculated values
* ΔE to the lowest compared entry with this formula, charge and spin: 298.00 kJ/mol
* total charge: 0
* frontier orbital gap: 9.20 eV
* E_HOMO: -8.784 eV
* strongest force on any atom: 5.0 eV/Å
* E_LUMO: 0.41 eV


Question: Among the records above, which one has the highest ΔE to the lowest compared entry with this formula, charge and spin?
Answer: number 9


Question: The lowest total charge belongs to which entry?
Answer: C3H6O2PS


Question: Which of these has the lowest ΔE to the lowest compared entry with this formula, charge and spin?
Answer: number 2